# 1
59
Properties=species:S:1:pos:R:3:mulliken_charge:R:1 method="wB97M-V/def2-TZVPD" orbital_gap_ha="0.171 / 0.366" de_lowest_ev=1.428 charge=+1 spin_multiplicity=4 total_energy_ev=-53472.1229
Ti 1.388 -11.636 13.837 0.2258
C -0.018 -6.478 11.657 -0.7710
O 0.040 -7.865 11.249 -0.3852
C -0.528 -8.790 12.139 -0.3993
C -0.522 -10.139 11.534 -0.7229
N 0.772 -10.809 11.683 0.2168
C 0.780 -12.078 10.938 -0.9739
C -0.156 -13.182 11.534 -0.7305
O 0.193 -13.367 12.861 0.2836
C -0.752 -14.150 13.531 -1.1037
H 0.403 -6.357 12.655 0.2910
H -1.078 -6.230 11.627 0.3397
H 0.624 -5.913 10.981 0.2430
H -1.575 -8.530 12.299 0.4731
H -0.009 -8.761 13.096 -0.0477
H -0.823 -10.089 10.487 0.4872
H -1.313 -10.765 11.947 0.2483
H 1.494 -10.210 11.309 0.1735
H 1.814 -12.424 10.926 0.2707
H 0.623 -11.882 9.877 0.5461
H -0.006 -14.101 10.968 0.4232
H -1.194 -12.886 11.385 0.4879
H -0.484 -14.174 14.587 0.2662
H -0.755 -15.200 13.240 0.2653
H -1.793 -13.826 13.557 0.3837
C 3.567 -6.189 12.808 -0.7542
O 3.497 -6.947 13.993 -0.3486
C 3.929 -8.304 13.888 -0.7460
C 3.521 -9.281 15.046 -0.4715
N 2.051 -9.416 15.084 -0.1093
C 1.716 -10.141 16.325 -1.1128
C 0.213 -10.630 16.394 -0.6834
O -0.318 -10.892 15.076 0.2747
C -1.708 -11.242 15.110 -0.9028
H 3.425 -5.131 13.028 0.2778
H 2.873 -6.466 12.014 0.2533
H 4.553 -6.276 12.352 0.3579
H 5.018 -8.292 13.854 0.4769
H 3.621 -8.766 12.950 0.2593
H 3.936 -8.919 15.986 0.4700
H 3.844 -10.295 14.812 0.1586
H 1.604 -8.515 15.170 0.2362
H 1.853 -9.626 17.276 0.5296
H 2.409 -10.983 16.339 0.3542
H -0.288 -9.728 16.746 0.5104
H 0.035 -11.494 17.033 0.3955
H -2.264 -10.450 15.611 0.2938
H -1.891 -12.212 15.572 0.3028
H -2.013 -11.393 14.075 0.1754
C 3.299 -14.256 14.566 -0.5834
C 3.508 -13.752 13.093 -0.3705
O 3.529 -12.353 12.954 -0.3226
O 2.161 -13.635 15.131 -0.3208
H 4.111 -13.866 15.179 0.2304
H 3.269 -15.327 14.765 0.4855
H 2.755 -14.026 12.354 0.0487
H 4.471 -14.004 12.647 0.5812
H 4.427 -12.019 13.009 0.3038
H 1.510 -14.311 15.334 0.2589

***

# 2
21
Properties=species:S:1:pos:R:3:mulliken_charge:R:1 method="wB97M-V/def2-TZVPD" orbital_gap_ha="0.254 / 0.228" de_lowest_ev=0.089 spin_multiplicity=3 total_energy_ev=-98373.0780
C 1.816 -0.838 -0.703 -0.4270
C 1.890 0.296 0.222 -0.4999
C 0.962 -1.863 -0.950 0.5712
C 1.049 1.340 0.344 0.1347
C -0.441 -2.271 -0.516 -0.6965
C -2.745 1.009 -0.142 -0.9219
N -1.368 -1.154 -0.729 -0.4742
N 1.351 2.406 1.252 0.9928
O 0.407 3.095 1.570 -0.6353
O 2.497 2.583 1.582 -0.6670
O -0.257 1.391 -0.179 -0.2895
O -1.000 -0.193 1.666 -0.5907
S -1.296 0.081 0.284 1.0843
Br 1.697 -3.104 -2.192 -0.1671
H 2.805 -0.880 -1.069 0.3615
H 2.855 0.448 0.679 0.4456
H -0.780 -3.080 -1.105 0.5089
H -0.525 -2.681 0.613 0.2582
H -2.341 1.573 -0.969 0.3373
H -3.544 0.105 -0.328 0.3356
H -3.032 1.738 0.674 0.3388

***

# 3
143
Properties=species:S:1:pos:R:3:mulliken_charge:R:1 method="wB97M-V/def2-TZVPD" orbital_gap_ha="0.150 / 0.136" de_lowest_ev=4.042 charge=-2 spin_multiplicity=2 total_energy_ev=-181541.3630
Y -0.220 0.156 -1.464 -1.5726
C -4.359 3.622 -3.659 -0.6916
S -3.505 2.437 -4.715 -0.0816
C -1.974 2.198 -3.861 0.3146
S -1.012 0.923 -4.458 -0.4904
N -1.719 3.028 -2.887 -1.4333
N -0.608 2.637 -2.190 1.3164
C 0.131 3.567 -1.734 -1.6827
C 1.357 3.204 -1.027 1.0580
C 2.213 4.180 -0.529 -0.5567
C 3.383 3.780 0.097 -0.7944
C 3.664 2.430 0.198 -0.6876
C 2.751 1.524 -0.324 -0.6666
N 1.626 1.892 -0.920 0.9206
H -5.158 4.064 -4.255 0.3763
H -3.674 4.398 -3.329 0.2242
H -4.781 3.132 -2.782 0.1248
H -0.096 4.616 -1.911 0.1899
H 1.959 5.226 -0.630 0.4686
H 4.064 4.520 0.498 0.4294
H 4.566 2.063 0.669 0.5440
H 2.918 0.457 -0.273 0.0030
C 2.550 -5.044 -3.130 -1.1000
Si 1.440 -3.775 -2.247 0.1649
C 1.418 -4.252 -0.423 -0.6895
C -0.274 -4.077 -2.990 -0.6381
Ge 2.069 -1.468 -2.481 0.6681
Si 4.338 -1.537 -1.748 1.1484
C 4.573 -1.632 0.141 -0.8635
C 5.396 -3.007 -2.323 -1.4041
C 5.286 0.002 -2.344 -1.2203
Si 2.448 -1.279 -4.825 0.5858
C 3.943 -2.181 -5.589 -1.1679
C 0.953 -1.953 -5.770 -0.9737
C 2.724 0.530 -5.310 -1.0102
H 2.080 -6.032 -3.055 0.3790
H 3.546 -5.111 -2.689 0.2335
H 2.666 -4.812 -4.191 0.1895
H 1.117 -5.298 -0.306 0.4424
H 0.717 -3.615 0.121 -0.1624
H 2.403 -4.126 0.036 0.2629
H -0.754 -4.915 -2.473 0.4191
H -0.191 -4.336 -4.048 0.4310
H -0.923 -3.207 -2.902 -0.4963
H 3.924 -2.404 0.559 -0.0356
H 4.376 -0.715 0.702 0.1915
H 5.612 -1.917 0.343 0.5458
H 5.249 -3.855 -1.649 0.3255
H 6.454 -2.722 -2.271 0.3344
H 5.179 -3.341 -3.337 0.2837
H 4.686 0.912 -2.312 0.1716
H 5.603 -0.141 -3.381 0.3140
H 6.188 0.158 -1.740 0.4068
H 3.941 -3.252 -5.378 0.2347
H 4.894 -1.773 -5.240 0.2320
H 3.903 -2.053 -6.678 0.3516
H 1.038 -3.042 -5.842 0.2807
H 0.921 -1.548 -6.787 0.3925
H 0.002 -1.726 -5.286 0.0983
H 3.710 0.853 -4.964 0.2871
H 1.969 1.185 -4.871 0.0805
H 2.687 0.650 -6.398 0.3721
F -3.668 -5.477 -3.078 -0.3987
C -4.297 -4.494 -2.412 0.4293
C -4.028 -3.205 -2.649 -0.2045
N -4.680 -2.191 -1.986 0.2350
C -4.356 -0.793 -2.279 -1.7766
C -2.900 -0.459 -1.974 1.4399
O -2.008 -1.247 -2.371 -0.0244
O -2.655 0.599 -1.353 -0.1613
C -5.637 -2.454 -1.034 0.4432
O -6.280 -1.607 -0.445 -0.7012
N -5.855 -3.801 -0.799 0.0682
C -5.271 -4.894 -1.415 0.1473
O -5.585 -6.035 -1.130 -0.7137
H -3.271 -2.890 -3.352 0.6358
H -5.010 -0.183 -1.666 0.3873
H -4.547 -0.584 -3.335 0.1662
H -6.516 -3.996 -0.063 0.2501
C 1.368 5.659 4.713 -0.7978
C 0.892 5.907 3.286 -0.8786
C -0.006 4.754 2.815 -0.7192
C 0.426 3.393 3.397 0.3160
C 1.928 3.403 3.674 0.4418
C 2.287 4.428 4.759 -1.0173
P -0.009 2.027 2.218 1.0705
C -1.854 1.905 2.273 1.9677
C -2.575 2.939 1.406 -0.5740
C -4.008 2.466 1.107 -0.4307
C -4.595 1.650 2.268 -0.5973
C -4.021 2.138 3.592 -1.1464
C -2.516 1.834 3.661 -0.4223
C 0.503 0.478 3.115 0.8289
C 0.336 0.407 4.653 -0.7684
C 1.591 -0.106 5.354 -0.9055
C 2.027 -1.458 4.792 -0.9842
C 2.060 -1.458 3.249 -0.2923
C 1.863 -0.063 2.658 0.3011
H 0.491 5.495 5.346 0.3168
H 1.882 6.534 5.120 0.4643
H 1.764 5.996 2.629 0.2803
H 0.355 6.856 3.209 0.5315
H 0.000 4.705 1.721 0.0614
H -1.042 4.954 3.102 0.1828
H -0.084 3.254 4.358 0.6402
H 2.452 3.633 2.741 -0.2907
H 2.274 2.412 3.972 -0.6408
H 3.329 4.741 4.633 0.5144
H 2.224 3.960 5.746 0.3151
H -1.988 0.938 1.766 -1.0847
H -2.041 3.106 0.467 -0.3310
H -2.594 3.903 1.929 0.2913
H -3.988 1.859 0.203 -0.3582
H -4.640 3.338 0.904 0.5534
H -4.350 0.590 2.140 0.0920
H -5.686 1.715 2.263 0.5656
H -4.532 1.683 4.445 0.5217
H -4.188 3.220 3.674 0.3444
H -2.374 0.831 4.067 0.1632
H -2.035 2.524 4.363 -0.1043
H -0.184 -0.231 2.649 -0.7381
H -0.489 -0.273 4.892 0.4162
H 0.053 1.373 5.077 0.2718
H 1.411 -0.186 6.431 0.4858
H 2.403 0.620 5.237 0.2512
H 1.333 -2.226 5.148 0.3195
H 3.009 -1.721 5.198 0.4045
H 1.255 -2.079 2.846 -0.0170
H 2.994 -1.891 2.890 0.3613
H 1.828 -0.156 1.572 -0.9242
H 2.695 0.604 2.916 0.4513
C -0.676 -1.031 0.337 0.8833
C -1.553 -1.925 0.938 0.8763
C -1.891 -3.152 0.248 -0.2116
C -2.783 -4.072 0.741 -0.6605
C -3.453 -3.878 1.958 -1.1394
C -3.160 -2.709 2.652 -0.9042
C -2.255 -1.774 2.184 -0.1888
H -1.403 -3.342 -0.699 0.2005
H -2.964 -4.980 0.170 0.5865
H -4.159 -4.605 2.340 0.3427
H -3.656 -2.511 3.600 0.3380
H -2.106 -0.891 2.790 0.5746

***

# 4
26
Properties=species:S:1:pos:R:3:mulliken_charge:R:1 method="wB97M-V/def2-TZVPD" orbital_gap_ha=0.332 de_lowest_ev=1.324 total_energy_ev=-27538.4318
C 2.740 -0.609 -1.997 -0.5289
C 3.173 -1.305 -0.862 -0.3781
C 1.323 -0.387 -2.037 -0.6411
C 2.325 -1.520 0.210 -0.7266
C 0.486 -0.531 -0.878 0.6979
C 0.960 -1.095 0.359 0.6290
C -1.173 -0.904 1.490 -0.6380
C -0.902 -0.061 -1.080 -0.6814
C -1.508 0.228 0.684 -0.4888
C -2.056 2.702 1.459 -0.9460
O 0.433 2.220 0.483 -0.5795
O 0.346 -1.137 1.542 -0.5110
O -1.749 -1.018 -1.765 -0.5152
S -0.529 1.679 1.461 0.5216
H 3.425 -0.290 -2.887 0.2695
H 4.173 -1.674 -0.746 0.3845
H 0.796 0.090 -2.813 0.4642
H 2.769 -1.735 1.135 0.3779
H -1.464 -0.772 2.521 0.3506
H -1.606 -2.035 1.316 0.2148
H -1.090 0.860 -1.663 0.5416
H -2.545 0.483 0.645 0.7129
H -2.371 2.969 0.474 0.2922
H -1.789 3.518 2.125 0.3810
H -2.711 2.122 2.142 0.3307
H -1.454 -1.794 -1.318 0.4666

***

# 5
16
Properties=species:S:1:pos:R:3:mulliken_charge:R:1 method="wB97M-V/def2-TZVPD" orbital_gap_ha=0.390 de_lowest_ev=1.969 total_energy_ev=-6381.8906 smiles="C=C1C[C@H]1CC"
C 2.087 0.105 0.694 -0.7601
C 0.862 0.526 0.460 0.1864
C 0.020 1.536 -0.187 -0.5423
C -0.574 0.509 0.777 -0.1684
C -1.380 -0.611 0.134 -0.4628
C -0.515 -1.186 -1.004 -1.0924
H 2.292 -0.701 1.393 0.2628
H 2.928 0.557 0.176 0.2443
H 0.228 2.531 0.180 0.2587
H -0.298 1.497 -1.232 0.1745
H -0.854 0.844 1.774 0.3614
H -1.597 -1.385 0.880 0.3300
H -2.366 -0.247 -0.205 0.2761
H 0.554 -1.075 -0.743 0.2929
H -0.692 -0.654 -1.946 0.2648
H -0.696 -2.246 -1.153 0.3741